(1)
{
  "formula": "C34H49F8N3O5",
  "method": "ωB97M-V with the def2-TZVPD basis set",
  "species": ["C", "C", "O", "C", "O", "C", "F", "C", "C", "O", "F", "C", "F", "F", "C", "F", "F", "F", "C", "C", "C", "C", "C", "C", "C", "C", "C", "O", "C", "C", "C", "N", "C", "C", "C", "C", "O", "C", "C", "F", "H", "H", "H", "H", "H", "H", "H", "H", "H", "H", "H", "H", "H", "H", "H", "H", "H", "H", "H", "H", "H", "H", "H", "H", "H", "H", "H", "H", "H", "H", "H", "H", "H", "H", "H", "C", "C", "C", "C", "N", "H", "H", "H", "H", "H", "H", "H", "C", "C", "C", "C", "N", "H", "H", "H", "H", "H", "H", "H"],
  "coordinates": [[-0.34698, -0.30364, 2.69525], [-0.29333, -1.69913, 2.08680], [0.46603, -1.80133, 0.88340], [-0.24459, -1.76545, -0.33172], [-1.36967, -0.95459, -0.13965], [-2.65622, -1.36568, -0.40527], [-3.40800, -1.06355, 0.70621], [-3.25951, -0.54563, -1.55539], [-4.48491, -1.25879, -2.09319], [-4.66992, -1.42269, -3.28281], [-5.36188, -1.75386, -1.20278], [-0.46135, -3.26238, -0.67652], [0.68608, -3.91935, -0.46267], [-1.30188, -3.81649, 0.23069], [-0.97244, -3.74175, -2.07064], [-1.92013, -2.98033, -2.61244], [-1.50401, -4.95687, -1.89833], [0.00627, -3.89374, -2.94707], [0.66079, -0.96840, -1.34743], [0.75149, 0.48080, -0.80852], [1.91658, 1.35845, -1.24592], [3.11159, 1.35092, -0.61085], [4.14927, 2.15019, -0.96967], [4.03358, 3.01987, -2.00396], [5.14562, 3.90775, -2.48438], [2.82450, 3.07950, -2.63235], [1.80889, 2.26926, -2.25319], [-0.12679, -1.05923, -2.53929], [-0.06607, -0.05122, -3.50884], [-0.84948, -0.54965, -4.75757], [-2.03031, 0.36072, -5.18125], [-2.00239, 0.93274, -6.53366], [-1.79025, -0.07281, -7.59600], [-0.45509, 0.04355, -8.33997], [-1.18475, 2.09326, -6.65705], [0.13813, 2.26546, -5.91897], [-1.53664, 2.98542, -7.40708], [1.98487, -1.66156, -1.65113], [3.00697, -1.80932, -0.52668], [2.62072, -1.06514, -2.73770], [0.59615, -0.04374, 3.16168], [-0.68211, 0.44704, 1.98735], [-1.05113, -0.38436, 3.52079], [-1.26992, -2.17021, 2.07233], [0.25935, -2.28911, 2.81932], [-2.85103, -2.41738, -0.59604], [-3.52457, 0.45406, -1.21997], [-2.58982, -0.48930, -2.40314], [0.80128, 0.50868, 0.27428], [-0.13907, 1.05343, -1.04201], [3.26669, 0.68353, 0.22063], [5.09982, 2.09801, -0.45922], [4.88932, 4.95704, -2.36967], [6.10277, 3.66414, -2.03627], [5.24031, 3.74864, -3.55857], [2.63528, 3.76652, -3.44334], [0.85835, 2.33473, -2.75780], [-0.55668, 0.87659, -3.20429], [0.92936, 0.22854, -3.84423], [-1.25497, -1.52193, -4.48780], [-0.12874, -0.73676, -5.54891], [-2.19815, 1.17816, -4.47932], [-2.92905, -0.25180, -5.13942], [-2.54912, 0.10684, -8.35810], [-1.93776, -1.07593, -7.21153], [0.40059, 0.09252, -7.67038], [-0.32728, -0.84050, -8.96399], [-0.45253, 0.89832, -9.00717], [0.63034, 1.34288, -5.63672], [0.79785, 2.77711, -6.61210], [-0.01931, 2.94927, -5.08611], [1.77605, -2.66272, -2.01152], [2.76568, -1.27992, 0.38615], [3.09536, -2.86035, -0.26388], [3.99236, -1.49031, -0.84919], [-3.11877, 2.76596, 5.09391], [-3.02313, 2.43380, 6.57921], [-1.58675, 2.48931, 7.11157], [-0.73768, 1.52162, 6.41088], [-0.07671, 0.75848, 5.85152], [-2.56929, 2.04477, 4.48660], [-4.15764, 2.74402, 4.76498], [-2.71997, 3.76119, 4.88769], [-3.43837, 1.43928, 6.75221], [-3.63401, 3.13857, 7.14562], [-1.56696, 2.25914, 8.17723], [-1.16595, 3.48625, 6.97430], [1.47617, -1.29796, 7.89947], [2.16140, -2.00811, 9.06090], [1.17631, -2.42836, 10.15741], [0.49425, -1.25571, 10.71601], [-0.03494, -0.32457, 11.14621], [1.00328, -0.37243, 8.22612], [2.19786, -1.03667, 7.12659], [0.71102, -1.93030, 7.44547], [2.92326, -1.35134, 9.48539], [2.67583, -2.89683, 8.69038], [1.69996, -2.94256, 10.96351], [0.42521, -3.10950, 9.75529]],
  "charge": 0,
  "max_force_ev_per_a": 3.05,
  "smiles": "CCO[C@](O[C@@H](F)CC(=O)F)(C(F)(F)C(F)(F)F)[C@](Cc1ccc(C)cc1)(OCCCN(CC)C(C)=O)[C@H](C)F.CCCC#N.CCCC#N",
  "homo_lumo_gap_ha": 0.34548
}

(2)
{
  "formula": "C34H49GeN3O6Sn",
  "method": "ωB97M-V with the def2-TZVPD basis set",
  "species": ["Sn", "C", "C", "C", "C", "O", "Ge", "O", "C", "C", "C", "C", "O", "C", "C", "C", "C", "H", "H", "H", "H", "H", "H", "H", "H", "H", "H", "H", "H", "H", "H", "H", "H", "H", "H", "H", "H", "H", "H", "H", "H", "H", "H", "H", "C", "O", "C", "C", "C", "C", "C", "C", "N", "C", "N", "C", "C", "C", "C", "C", "C", "O", "C", "N", "C", "C", "C", "C", "C", "C", "O", "C", "H", "H", "H", "H", "H", "H", "H", "H", "H", "H", "H", "H", "H", "H", "H", "H", "H", "H", "H", "H", "H", "H"],
  "coordinates": [[-1.04744, 0.32429, 0.32417], [-2.00072, 1.53306, 4.50235], [-1.45150, 2.04878, 3.18183], [-2.25236, 3.22118, 2.66766], [0.00950, 2.37559, 3.30044], [-1.60684, 0.88959, 2.23013], [-3.47276, 0.13589, 1.92098], [-2.26953, -1.15412, 1.02359], [-2.33657, -2.64229, 1.08601], [-1.45339, -3.16751, -0.02547], [-3.79489, -3.00905, 0.87125], [-1.85546, -3.06780, 2.45942], [-3.23167, 1.08026, 0.27017], [-4.32714, 1.80783, -0.45672], [-5.36012, 0.77585, -0.88188], [-3.69014, 2.54993, -1.61535], [-4.97851, 2.79859, 0.49224], [-1.89400, 2.31105, 5.25946], [-3.06308, 1.29127, 4.43902], [-1.45266, 0.65101, 4.83469], [-2.13633, 4.06114, 3.35363], [-1.91630, 3.54420, 1.67932], [-3.31460, 2.98414, 2.62419], [0.13398, 3.21523, 3.98612], [0.55411, 1.52619, 3.70192], [0.42419, 2.67762, 2.33514], [-1.81456, -2.85670, -1.00657], [-0.41864, -2.82749, 0.09985], [-1.44533, -4.25761, 0.00643], [-4.17304, -2.58897, -0.06310], [-3.89482, -4.09385, 0.81447], [-4.42136, -2.67153, 1.69927], [-0.82546, -2.76067, 2.63370], [-2.48120, -2.64095, 3.24515], [-1.90652, -4.15390, 2.54805], [-4.93889, -0.05262, -1.44828], [-5.88309, 0.36582, -0.01378], [-6.11051, 1.25391, -1.51255], [-3.10538, 1.89409, -2.25630], [-4.46897, 2.99881, -2.23208], [-3.05115, 3.35712, -1.25028], [-5.39989, 2.31446, 1.37749], [-4.28801, 3.58242, 0.79095], [-5.80926, 3.27867, -0.02727], [2.28505, -3.36552, -2.98561], [2.69764, -2.25869, -2.12817], [3.88194, -1.74307, -2.24794], [4.85572, -2.18589, -3.16756], [6.11576, -1.67383, -3.09719], [6.45846, -0.69119, -2.11736], [5.51945, -0.21264, -1.23917], [4.20411, -0.67752, -1.29985], [3.29750, -0.22567, -0.37411], [1.93992, 0.03144, -0.52596], [1.58537, 0.27030, -1.78627], [0.34315, 0.10647, -2.41441], [-0.86720, 0.02732, -1.75288], [-2.01509, -0.29029, -2.47933], [-1.94855, -0.50535, -3.84162], [-0.73412, -0.38384, -4.51256], [0.41097, -0.07551, -3.80571], [1.66813, -0.02601, -4.33917], [1.84816, 0.64743, -5.61286], [1.13439, 0.03218, 0.53069], [1.80452, -0.16744, 1.80452], [1.59305, -1.32995, 2.52369], [2.20558, -1.52041, 3.75414], [3.06332, -0.54826, 4.24022], [3.31208, 0.61238, 3.51505], [2.67576, 0.81649, 2.29799], [2.84006, 1.91545, 1.51161], [3.62191, 2.99947, 2.04051], [1.29522, -3.63255, -2.63669], [2.97394, -4.19694, -2.85849], [2.25098, -3.01899, -4.01634], [4.60725, -2.94324, -3.89658], [6.87723, -2.01830, -3.78491], [7.46849, -0.30243, -2.09228], [5.77520, 0.55390, -0.51866], [3.67821, 0.03915, 0.52642], [2.32318, 0.33525, -2.47708], [-2.95905, -0.38282, -1.96651], [-2.84101, -0.76512, -4.39511], [-0.68381, -0.56034, -5.57795], [2.68940, 0.17130, -6.10524], [2.05786, 1.69980, -5.43248], [0.96592, 0.55252, -6.23803], [0.94913, -2.09439, 2.10712], [2.02581, -2.42598, 4.31723], [3.55440, -0.68821, 5.19440], [3.98136, 1.35932, 3.91764], [3.59080, 3.78305, 1.29138], [4.65391, 2.68998, 2.20979], [3.18882, 3.36419, 2.97226]],
  "spin_multiplicity": 2,
  "charge": 3,
  "max_force_ev_per_a": 0.52,
  "homo_lumo_gap_ha": [0.28081, 0.18165]
}